[1]
{"formula": "H4S2", "method": "ωB97M-V with the def2-TZVPD basis set", "smiles": "S.S", "relative_energy_kj_mol": 52.4, "multiplicity": 1, "total_charge": 0, "e_lumo_ev": 0.62, "elements": ["S", "H", "H", "S", "H", "H"], "coordinates": [[1.6383, 6.8735, -0.8121], [1.5599, 6.5849, 0.5003], [1.9425, 5.6006, -1.1268], [2.3233, 3.7638, -0.6807], [1.8624, 2.9429, 0.2814], [3.5997, 3.5885, -0.2910]], "atomic_forces_ev_per_a": [[-0.18, 0.83, -0.02], [0.05, -0.04, -0.24], [-0.25, 1.02, 0.03], [0.53, -1.94, 0.46], [0.00, 0.06, -0.15], [-0.15, 0.07, -0.09]], "nbo_charge": [-0.316, 0.135, 0.123, -0.262, 0.161, 0.159]}



[2]
{"formula": "H4S3", "method": "ωB97M-V with the def2-TZVPD basis set", "relative_energy_kj_mol": 47.3, "multiplicity": 2, "total_charge": 1, "e_lumo_ev": [-5.58, -9.36], "elements": ["S", "H", "H", "S", "S", "H", "H"], "coordinates": [[-1.5084, -1.7938, -1.5352], [-2.5530, -0.9563, -1.4814], [-1.2616, -1.4892, -2.8160], [1.5468, 0.3293, 2.0993], [1.5310, 1.4703, 0.4361], [2.0350, 1.2427, 2.9698], [0.2101, 1.1969, 0.3273]], "atomic_forces_ev_per_a": [[0.07, 0.14, 0.08], [-0.03, -0.04, -0.01], [0.01, -0.01, 0.00], [-0.43, 0.28, -0.08], [-0.35, 0.01, 1.00], [0.62, -0.08, -0.20], [0.10, -0.30, -0.77]], "mulliken_spin": [0.005, 0.000, 0.000, 0.512, 0.461, 0.010, 0.012]}



[3]
{"formula": "H4S4", "method": "ωB97M-V with the def2-TZVPD basis set", "smiles": "SS.SS", "relative_energy_kj_mol": 5.5, "multiplicity": 1, "total_charge": 0, "e_lumo_ev": 0.10, "elements": ["S", "S", "H", "H", "S", "S", "H", "H"], "coordinates": [[0.4777, -1.3979, 1.8929], [1.9718, -1.3261, 0.4011], [-0.1034, -0.3193, 1.4154], [1.5845, -2.4771, -0.1872], [-1.3940, 2.0037, 0.0260], [-1.5775, 0.7694, -1.6226], [-0.4004, 2.8007, -0.4261], [-0.5588, -0.0534, -1.4994]], "atomic_forces_ev_per_a": [[0.91, -0.26, -0.30], [-0.47, -0.50, 0.43], [-0.62, 0.56, -0.10], [0.12, 0.26, -0.06], [0.40, -0.25, -0.17], [-0.83, 0.69, -0.27], [-0.22, -0.09, 0.04], [0.71, -0.41, 0.45]], "nbo_charge": [-0.124, -0.145, 0.133, 0.133, -0.130, -0.122, 0.133, 0.122]}



[4]
{"formula": "H4S4", "method": "ωB97M-V with the def2-TZVPD basis set", "relative_energy_kj_mol": 40.9, "multiplicity": 2, "total_charge": 1, "e_lumo_ev": [-5.53, -8.88], "elements": ["S", "S", "H", "H", "S", "S", "H", "H"], "coordinates": [[0.9089, -1.8559, 0.9200], [1.0073, -2.4604, 2.8874], [1.5014, -0.6520, 0.9590], [2.3381, -2.5153, 2.9494], [-0.9945, 2.4919, -0.9960], [-2.0457, 2.5694, -2.6975], [-0.6914, 1.1769, -1.0622], [-2.0241, 1.2453, -2.9601]], "atomic_forces_ev_per_a": [[-0.03, -0.22, -0.40], [-0.14, 0.41, 0.01], [-0.02, 0.10, 0.30], [0.21, -0.24, 0.05], [-0.07, -0.08, -0.22], [0.07, -0.05, 0.20], [0.00, 0.03, 0.14], [-0.02, 0.05, -0.08]], "mulliken_spin": [0.000, 0.000, 0.000, 0.000, 0.505, 0.504, -0.004, -0.005]}



[5]
{"formula": "H5N2P", "method": "ωB97M-V with the def2-TZVPD basis set", "smiles": "[H]/N=P/N.[H][H]", "relative_energy_kj_mol": 91.1, "multiplicity": 1, "total_charge": 0, "e_lumo_ev": 0.42, "elements": ["H", "N", "P", "N", "H", "H", "H", "H"], "coordinates": [[0.2307, -2.2490, 0.8522], [-0.0649, -1.2904, 0.8132], [-0.9600, -0.6111, -0.3197], [-1.3775, 0.9607, 0.3453], [-1.6749, 1.4779, -0.4273], [-1.0106, 1.3990, 1.1683], [2.1155, 0.8685, -1.9336], [1.7665, 0.9048, -1.3439]], "atomic_forces_ev_per_a": [[-0.05, -0.27, -0.59], [-1.51, 1.72, -1.15], [1.15, 0.38, 3.14], [0.80, -3.62, -0.72], [-0.59, 1.67, -0.77], [0.20, 0.12, 0.09], [1.24, -0.12, -2.11], [-1.23, 0.12, 2.11]], "nbo_charge": [0.388, -1.189, 1.164, -1.151, 0.380, 0.411, 0.001, -0.003]}



[6]
{"formula": "H5N2P", "method": "ωB97M-V with the def2-TZVPD basis set", "relative_energy_kj_mol": 309.6, "multiplicity": 1, "total_charge": 0, "e_lumo_ev": -0.14, "elements": ["N", "N", "P", "H", "H", "H", "H", "H"], "coordinates": [[-0.4858, -1.5479, 1.3098], [-0.4498, -0.7918, 0.1176], [0.0661, 0.7244, -0.0610], [-0.1783, -0.9503, 2.0753], [-1.4347, -1.8733, 1.4920], [-0.6868, -1.3919, -0.6689], [1.3964, 3.1899, -1.9301], [1.7729, 2.6408, -2.3349]], "atomic_forces_ev_per_a": [[0.00, -0.52, 0.33], [-0.11, 0.03, -0.07], [0.00, 0.09, -0.06], [-0.10, 0.07, -0.26], [0.13, 0.19, -0.06], [0.05, 0.08, 0.14], [0.63, -0.84, -0.66], [-0.60, 0.89, 0.64]], "nbo_charge": [-0.659, -0.712, 0.271, 0.364, 0.348, 0.387, -0.003, 0.003]}



[7]
{"formula": "H5N2PS", "method": "ωB97M-V with the def2-TZVPD basis set", "smiles": "NNPS", "relative_energy_kj_mol": 214.9, "multiplicity": 1, "total_charge": 0, "e_lumo_ev": 0.89, "elements": ["N", "N", "P", "S", "H", "H", "H", "H", "H"], "coordinates": [[0.9885, -0.5855, 0.8704], [-0.1686, -0.7152, -0.0569], [-0.0839, 0.0587, -1.6189], [-0.3878, 2.1611, -0.9232], [1.8723, -1.1200, 0.6872], [0.6549, -1.0755, 1.6886], [-1.1069, -0.6785, 0.4095], [-1.4742, -0.0390, -1.9419], [0.7923, 2.3008, -0.3909]], "atomic_forces_ev_per_a": [[-0.46, 0.19, 0.32], [-0.10, -0.97, -0.98], [0.09, 0.86, 2.07], [-1.10, -0.51, -1.02], [-1.53, 0.23, -1.15], [-0.13, 0.19, 0.37], [1.82, 0.20, -0.18], [0.33, -0.16, 0.25], [1.07, -0.04, 0.33]], "nbo_charge": [-0.681, -0.802, 0.676, -0.391, 0.361, 0.351, 0.389, -0.040, 0.136]}



[8]
{"formula": "H5N3", "method": "ωB97M-V with the def2-TZVPD basis set", "relative_energy_kj_mol": 355.2, "multiplicity": 1, "total_charge": 0, "e_lumo_ev": [0.09, 0.87], "elements": ["N", "N", "N", "H", "H", "H", "H", "H"], "coordinates": [[0.0068, -1.2392, -0.1964], [-0.3494, 0.6960, 0.9506], [-0.5973, -0.0073, -0.1228], [0.9572, -1.2629, -0.2806], [-0.3377, -1.5790, -1.1073], [-0.4782, 1.7008, 0.8372], [0.4657, 0.6716, 1.4395], [0.3329, 1.0199, -1.5202]], "atomic_forces_ev_per_a": [[-3.70, -0.52, -0.63], [-1.98, 2.01, 0.91], [0.34, 0.54, -2.86], [3.34, 0.44, 0.25], [0.13, -0.14, 0.85], [-0.93, -0.53, -0.52], [3.30, -1.30, 1.47], [-0.49, -0.50, 0.53]], "nbo_charge": [-0.631, -0.586, -0.065, 0.341, 0.367, 0.372, 0.335, -0.133]}



[9]
{"formula": "H5N3OP", "method": "ωB97M-V with the def2-TZVPD basis set", "relative_energy_kj_mol": 110.9, "multiplicity": 1, "total_charge": -1, "e_lumo_ev": 4.64, "elements": ["N", "N", "N", "O", "P", "H", "H", "H", "H", "H"], "coordinates": [[1.1255, 1.5656, -0.0754], [1.5893, -0.9154, -0.4466], [-1.1851, -0.6634, 0.6077], [-1.9992, 0.2415, -0.2188], [1.0976, 0.1770, 0.7263], [-2.5669, -0.2284, -0.8134], [0.8393, 2.4592, 0.2413], [1.2892, -0.4567, -1.2773], [1.3575, -1.8951, -0.2412], [-1.5471, -0.2842, 1.4975]], "atomic_forces_ev_per_a": [[0.57, -2.20, -0.70], [0.88, -0.34, 0.82], [0.27, 0.66, 0.48], [0.45, 1.38, -0.11], [-1.81, 1.39, 0.80], [-0.07, -1.05, -0.21], [-0.27, 0.34, 0.85], [-0.35, -0.50, -1.37], [-0.24, 0.94, -0.61], [0.56, -0.61, 0.05]], "nbo_charge": [-1.385, -1.215, -0.717, -0.691, 1.168, 0.428, 0.363, 0.388, 0.387, 0.274]}



[10]
{"formula": "H5N3S", "method": "ωB97M-V with the def2-TZVPD basis set", "smiles": "[H]/N=N\\[H].NS", "relative_energy_kj_mol": 132.9, "multiplicity": 1, "total_charge": 0, "e_lumo_ev": 0.49, "elements": ["H", "N", "N", "H", "N", "S", "H", "H", "H"], "coordinates": [[2.4683, 0.3590, 1.1431], [1.8898, 0.1583, 0.3335], [1.8174, -0.9099, -0.2145], [2.5915, -1.6233, -0.0807], [-1.3909, 0.7982, -0.2880], [-2.5573, -0.4014, 0.0920], [-1.2036, 1.3306, 0.5778], [-0.4457, 0.5296, -0.4716], [-3.1695, -0.2412, -1.0916]], "atomic_forces_ev_per_a": [[1.56, -0.68, 0.09], [-2.10, 1.90, 0.74], [1.01, -1.76, -1.81], [-0.51, 0.56, 0.98], [0.28, 1.55, 1.67], [0.42, -0.06, -0.65], [-0.77, 0.03, -0.59], [0.43, -1.29, -0.64], [-0.31, -0.24, 0.21]], "nbo_charge": [0.302, -0.312, -0.265, 0.281, -0.975, 0.133, 0.358, 0.376, 0.102]}